# C26H32IrN5OS

A molecular structure, C26H32IrN5OS in a non-equilibrium geometry (wB97M-V/def2-TZVPD, OMol25).

```
66
C26H32IrN5OS wB97M-V/def2-TZVPD
Ir -0.8895 -1.0613 -0.7066
C -0.4955 -0.8981 6.3253
C -0.2610 -0.7945 4.8623
C 1.0252 -0.9781 4.3218
C 1.2233 -0.9482 2.9714
C 0.1617 -0.6943 2.0615
N 0.4606 -0.7360 0.7299
C 1.7121 -0.3098 0.2703
C 2.2871 0.8459 0.8078
C 3.5027 1.3052 0.3570
C 4.1838 0.6462 -0.6761
C 5.4757 1.1784 -1.1977
C 3.5966 -0.4900 -1.2337
C 2.3825 -0.9669 -0.7789
N 1.8580 -2.1637 -1.3436
C 2.5194 -3.1923 -1.8962
C 1.5954 -4.0614 -2.4509
C 0.3619 -3.4853 -2.2029
N 0.5193 -2.3367 -1.5191
C -1.1437 -0.5145 2.6059
C -1.3241 -0.5780 3.9728
N -2.2844 -0.1932 1.8042
C -3.4513 0.3316 2.2395
C -4.4045 0.1744 1.2572
C -3.7442 -0.4635 0.2192
N -2.4682 -0.7015 0.5508
H 0.2926 -0.3879 6.8798
H -0.4629 -1.9526 6.6194
H -1.4629 -0.4961 6.6179
H 1.8558 -1.1938 4.9808
H 2.1976 -1.1796 2.5642
H 1.7415 1.3898 1.5694
H 3.9301 2.2025 0.7848
H 6.1269 1.4818 -0.3784
H 5.2818 2.0683 -1.8026
H 5.9979 0.4551 -1.8189
H 4.1016 -0.9941 -2.0471
H 3.5932 -3.2521 -1.8432
H 1.7954 -4.9928 -2.9500
H -0.6250 -3.8451 -2.4452
H -2.3159 -0.4811 4.3899
H -3.5393 0.7482 3.2273
H -5.4385 0.4661 1.3027
H -4.1255 -0.7831 -0.7377
C -2.3607 -0.4943 -5.3039
C -1.3912 -0.1865 -4.1679
C -2.0691 0.7104 -3.1331
S -1.0380 0.9529 -1.6763
O 0.3191 1.3373 -2.0060
C -1.8784 2.2527 -0.7674
C -1.1854 2.6021 0.5539
C -0.1035 3.6623 0.3926
H -1.8467 -1.0151 -6.1086
H -2.7720 0.4243 -5.7224
H -3.1883 -1.1197 -4.9680
H -0.4985 0.3154 -4.5431
H -1.0541 -1.1198 -3.6923
H -3.0276 0.3036 -2.7995
H -2.2461 1.7232 -3.5054
H -2.9160 1.9346 -0.6593
H -1.8534 3.0941 -1.4660
H -0.7676 1.6876 1.0045
H -1.9630 2.9478 1.2369
H 0.6866 3.3287 -0.2793
H 0.3356 3.9078 1.3581
H -0.5246 4.5827 -0.0117
```

Results
Orbital gap (alpha / beta) (eV): 5.8 / 5.6
Strongest force on any atom (Eh/bohr): 0.029
2S+1: 2
Calculated total energy (eV): -50625.2548
Total charge: +3
Energy above the lowest of the compared OMol25 structures with the same formula, charge and spin (eV): 0.4073
Lowest unoccupied orbital energy (alpha / beta) (eV): -11.12 / -11.75

---

# CH2NOP

2 unconnected molecules or ions with the total composition CH2NOP in a non-equilibrium geometry (wB97M-V/def2-TZVPD, OMol25).

```
6
CH2NOP wB97M-V/def2-TZVPD
C -1.1806 0.7449 0.5376
N -0.0735 0.4457 0.3602
O -3.4555 0.0157 -0.0684
P 1.1896 -0.7739 0.1314
H 1.4086 -0.6921 -1.2456
H 2.1114 0.2596 0.2847
```

Results
Orbital gap (eV): 8.3
Strongest force on any atom (Eh/bohr): 0.037
Calculated total energy (eV): -13887.6040
Total charge: 0
Energy above the lowest of the compared OMol25 structures with the same formula, charge and spin (eV): 7.7677
Lowest unoccupied orbital energy (eV): -2.88

---

# C2H6NO3

2 unconnected molecules or ions with the total composition C2H6NO3 in a non-equilibrium geometry (wB97M-V/def2-TZVPD, OMol25).

```
12
C2H6NO3 wB97M-V/def2-TZVPD
O -0.0882 0.9462 -0.9977
C -0.0490 0.1353 -0.0507
N -0.6796 -1.0000 -0.0305
C -0.4192 -1.9762 1.1517
O 0.7783 -1.8495 1.6689
H 0.4593 0.3526 0.8943
H -1.1731 -1.2560 -0.8781
H -0.6421 -2.9722 0.6936
H -1.2517 -1.7602 1.8697
H 0.6638 3.8307 -1.4851
H 1.0134 2.3468 -1.2683
O 1.3881 3.2025 -1.5680
```

Results
Orbital gap (eV): 7.3
Strongest force on any atom (Eh/bohr): 0.025
Calculated total energy (eV): -9804.6150
Total charge: -1
Energy above the lowest of the compared OMol25 structures with the same formula, charge and spin (eV): 1.5856
Lowest unoccupied orbital energy (eV): 4.04

---

# C50H65BBrCsN10O2PS3

A molecular structure, C50H65BBrCsN10O2PS3 in a non-equilibrium geometry (wB97M-V/def2-TZVPD, OMol25).

```
134
C50H65BBrCsN10O2PS3 wB97M-V/def2-TZVPD
Cs -1.3403 -1.4908 -0.8937
C 1.1931 -2.5155 4.3304
C 2.0112 -1.4044 3.7758
C 3.2670 -1.0371 4.2074
C 3.9996 -0.0188 3.5415
N 3.4852 0.6293 2.5169
N 2.2920 0.2928 2.1195
B 1.4705 0.4685 0.8110
N 0.7968 1.8042 0.6264
N 0.6677 2.5366 1.7279
C 0.1811 3.7380 1.6760
C -0.1423 4.3407 0.4255
C -0.0661 3.5918 -0.7096
C -0.3989 4.1049 -2.0647
C 0.3209 2.2124 -0.5895
S 0.1388 1.1516 -1.8567
C -0.0330 4.4482 2.9960
C 0.4766 3.5718 4.1432
C -1.5386 4.6991 3.1614
C 0.7137 5.7872 3.0116
N 2.3985 0.1693 -0.3546
N 3.0793 1.2888 -0.5615
C 3.9117 1.4099 -1.5494
C 4.1236 0.3251 -2.4359
C 3.4777 -0.8571 -2.2103
C 3.6782 -2.0420 -3.0895
C 2.5759 -0.9573 -1.0965
S 1.7970 -2.3793 -0.7173
C 4.5485 2.7803 -1.6488
C 3.4090 3.7950 -1.8158
C 5.5245 2.8960 -2.8167
C 5.2746 3.0635 -0.3272
C 1.5531 -0.6850 2.6627
S 0.2292 -0.8426 1.6061
C 5.4183 0.3699 3.9133
C 5.9947 -0.5152 5.0214
C 6.2875 0.2591 2.6494
C 5.4259 1.8351 4.3753
H 1.6679 -2.9654 5.1963
H 1.0537 -3.2760 3.5612
H 0.2023 -2.1534 4.6032
H 3.6985 -1.5672 5.0404
H -0.4452 5.3757 0.3809
H -0.5700 5.1759 -2.0528
H -1.2811 3.5993 -2.4556
H 0.4116 3.8690 -2.7512
H -0.0385 2.6146 4.1490
H 0.3077 4.0675 5.0958
H 1.5412 3.3859 4.0272
H -2.0884 3.7611 3.1146
H -1.9107 5.3570 2.3789
H -1.7282 5.1666 4.1251
H 1.7754 5.6312 2.8376
H 0.5936 6.2653 3.9817
H 0.3357 6.4664 2.2514
H 4.7859 0.4188 -3.2813
H 4.4035 -1.8215 -3.8685
H 2.7353 -2.3393 -3.5500
H 4.0178 -2.8911 -2.4962
H 2.8225 3.5670 -2.7038
H 3.8102 4.8000 -1.9109
H 2.7569 3.7597 -0.9466
H 5.0226 2.7231 -3.7663
H 6.3401 2.1844 -2.7098
H 5.9467 3.8990 -2.8343
H 4.5828 2.9478 0.5037
H 5.6615 4.0790 -0.3268
H 6.1059 2.3746 -0.1932
H 6.0330 -1.5589 4.7149
H 5.4147 -0.4325 5.9391
H 7.0096 -0.1937 5.2428
H 6.3665 -0.7748 2.3184
H 7.2857 0.6363 2.8585
H 5.8498 0.8507 1.8494
H 4.8334 1.9664 5.2781
H 5.0285 2.4763 3.5929
H 6.4476 2.1418 4.5884
O -9.1782 -0.4380 2.2167
N -8.5052 -1.1880 1.5477
O -8.8872 -2.2314 1.0683
C -7.1380 -0.7885 1.2928
C -6.8962 0.5457 1.1983
C -5.5957 1.0238 0.9025
C -5.3093 2.3958 0.7976
C -4.0274 2.7857 0.5021
C -3.0608 1.7929 0.3056
N -3.3000 0.5078 0.3892
C -4.5402 0.1030 0.6900
C -4.7942 -1.3107 0.8205
N -3.7708 -2.1565 0.6443
C -3.9730 -3.4418 0.8054
C -5.2064 -3.9876 1.1664
C -6.2766 -3.1445 1.3372
C -6.0996 -1.7635 1.1423
H -7.7040 1.2504 1.3415
H -6.0991 3.1165 0.9522
H -3.7610 3.8270 0.4157
H -2.0442 2.0713 0.0638
H -3.1115 -4.0775 0.6513
H -5.3075 -5.0500 1.3083
H -7.2406 -3.5449 1.6065
Br -3.7761 -5.9061 -1.7709
C -1.9902 -6.3546 -1.2679
C -1.5746 -7.6749 -1.3267
C -0.2634 -7.9386 -0.9624
C 0.5490 -6.8843 -0.5697
C 0.0139 -5.6055 -0.5475
N -1.2404 -5.3436 -0.8882
H -2.2491 -8.4532 -1.6457
H 0.1053 -8.9533 -0.9936
H 1.5755 -7.0491 -0.2823
H 0.6092 -4.7514 -0.2584
C -3.9811 0.9035 -4.3049
C -3.0374 -0.0421 -5.0375
P -2.2511 -1.2422 -3.8693
C -1.3067 -2.2384 -5.1108
C -0.5658 -3.4032 -4.4660
C -3.6760 -2.3596 -3.4413
C -4.4404 -3.0387 -4.5690
H -4.3146 1.7000 -4.9667
H -3.4763 1.3549 -3.4500
H -4.8586 0.3729 -3.9405
H -2.2163 0.5290 -5.4835
H -3.5591 -0.5793 -5.8356
H -0.5874 -1.5432 -5.5570
H -1.9749 -2.5903 -5.9022
H 0.0971 -3.0462 -3.6765
H 0.0388 -3.9233 -5.2070
H -1.2648 -4.1189 -4.0350
H -4.3606 -1.7492 -2.8421
H -3.2650 -3.1217 -2.7740
H -4.9278 -2.3122 -5.2133
H -5.2068 -3.6822 -4.1418
H -3.7862 -3.6632 -5.1716
```

Results
Orbital gap (eV): 7.1
Strongest force on any atom (Eh/bohr): 0.031
Calculated total energy (eV): -184958.7622
Total charge: +1
Energy above the lowest of the compared OMol25 structures with the same formula, charge and spin (eV): 1.2633
Lowest unoccupied orbital energy (eV): -2.71

---

# C28H35CdN5O3P

A molecular structure, C28H35CdN5O3P in a non-equilibrium geometry (wB97M-V/def2-TZVPD, OMol25).

```
73
C28H35CdN5O3P wB97M-V/def2-TZVPD
Cd -0.8059 0.7139 0.2371
N -0.2189 -1.6698 -0.2123
C 0.2201 -2.0246 -1.5157
C 1.2591 -2.9458 -1.7749
C 1.5463 -3.3006 -3.0778
C 0.8654 -2.7239 -4.1436
C -0.0534 -1.7029 -3.9160
C -0.3568 -1.3346 -2.5783
P -1.3455 0.0891 -2.2095
C -1.1110 1.1456 -3.6366
C 0.1549 1.5163 -3.9957
C 0.4248 2.3597 -5.0807
C -0.6576 2.8811 -5.7909
C -1.9633 2.5456 -5.3912
C -2.1783 1.7028 -4.3197
C -3.1071 -0.2725 -2.2642
C -3.9668 0.5684 -1.6024
C -5.3524 0.3705 -1.6953
C -5.8105 -0.7417 -2.3949
C -4.9835 -1.6627 -3.0026
C -3.6106 -1.4117 -2.8941
H 0.5370 -1.8229 0.4376
H -1.0071 -2.2595 0.0392
H 1.7959 -3.4129 -0.9568
H 2.3795 -3.9935 -3.2386
H 1.0853 -3.0917 -5.1570
H -0.6831 -1.2611 -4.6531
H 1.0134 1.0789 -3.5074
H 1.3997 2.5533 -5.4585
H -0.4591 3.4988 -6.6366
H -2.8075 2.9437 -5.9555
H -3.2047 1.5475 -4.0776
H -3.5965 1.4869 -1.1213
H -5.9589 1.1849 -1.2762
H -6.8686 -0.8240 -2.5387
H -5.3487 -2.4887 -3.6039
H -2.8953 -2.0303 -3.3695
C 4.0115 0.0548 -1.2218
O 3.3487 1.3390 -1.1639
C 2.0856 1.5200 -0.7973
O 1.4001 0.6169 -0.2924
N 1.7087 2.7818 -0.9651
N 0.3110 3.0244 -1.0552
H 5.0328 0.2327 -1.5355
H 3.4971 -0.6618 -1.8639
H 4.0356 -0.3527 -0.2247
H 2.3711 3.4331 -1.3463
H -0.0461 3.1345 -2.0382
H 0.1514 3.8589 -0.5587
C -0.5316 1.6774 3.3382
C -1.4785 1.4881 2.1925
O -2.5742 1.9627 2.3201
H 0.5353 1.5803 3.1015
H -0.7792 1.0347 4.1518
H -0.7265 2.6483 3.7670
N 1.3491 -1.4363 2.3409
C 1.5317 -1.2493 3.4522
N 1.6572 -0.9671 4.7218
C 0.8298 -1.7619 5.6385
C 0.6541 -1.0431 7.0176
C 1.8561 -0.1416 7.3170
C 3.1192 -0.6287 6.6320
C 3.0145 -0.6222 5.1172
H 1.3907 -2.7081 5.8155
H -0.1403 -1.9393 5.1852
H 0.4884 -1.8208 7.7312
H -0.2895 -0.4664 6.9796
H 1.9775 0.0345 8.3902
H 1.7579 0.7890 6.7673
H 3.3556 -1.6668 6.9928
H 3.8964 0.0322 7.0576
H 3.6757 -1.3376 4.6468
H 3.1924 0.3488 4.7213
```

Results
Orbital gap (eV): 7.9
Strongest force on any atom (Eh/bohr): 0.056
Calculated total energy (eV): -57043.4877
Total charge: +1
Lowest unoccupied orbital energy (eV): -1.96

---

# C30H52N4O22

10 unconnected molecules or ions with the total composition C30H52N4O22 in a non-equilibrium geometry (wB97M-V/def2-TZVPD, OMol25).

```
108
C30H52N4O22 wB97M-V/def2-TZVPD
C 13.2016 16.6638 -13.0188
C 11.9653 16.2885 -13.7762
O 11.9282 14.9233 -13.5800
C 12.7123 14.5409 -12.5723
O 12.6861 13.4136 -12.1301
O 13.3957 15.5661 -12.1566
H 13.0255 17.5739 -12.4455
H 14.0152 16.7871 -13.7337
H 12.0795 16.6303 -14.8049
H 11.0358 16.6664 -13.3505
C 15.9971 14.7078 -9.6950
C 16.3250 13.5593 -10.6069
O 16.6118 12.4988 -9.7297
C 16.3962 12.8346 -8.4198
O 16.5656 12.0962 -7.4585
O 15.9448 14.1161 -8.3774
H 14.9973 15.0858 -9.9087
H 16.7773 15.4328 -9.9269
H 17.2372 13.7356 -11.1770
H 15.5019 13.3113 -11.2770
C 20.3488 16.4596 -11.6693
C 20.3926 14.9343 -11.9742
O 19.5926 14.3888 -10.9472
C 19.5673 15.2561 -9.9566
O 18.9633 15.0053 -8.8920
O 20.1733 16.4091 -10.2763
H 19.4251 16.8763 -12.0708
H 21.2807 16.8865 -12.0401
H 21.4057 14.5322 -11.9736
H 19.9444 14.7180 -12.9440
C 15.3631 10.2164 -12.4088
C 15.3257 8.8677 -12.9770
O 15.4380 9.0599 -14.3920
C 15.8231 10.3405 -14.6430
O 16.0892 10.8414 -15.7339
O 15.9134 10.9710 -13.4759
H 15.9718 10.1250 -11.5092
H 14.4259 10.7377 -12.2136
H 14.3602 8.3994 -12.7858
H 16.2069 8.2430 -12.8310
C 15.5246 9.4678 -4.2356
C 15.5252 10.9789 -4.5610
O 14.2584 11.0994 -5.2079
C 13.4853 9.9836 -5.0774
O 12.3388 9.8323 -5.4849
O 14.1567 9.0871 -4.4504
H 15.8735 9.3611 -3.2085
H 16.2257 8.9282 -4.8724
H 16.2770 11.2160 -5.3138
H 15.5450 11.5549 -3.6358
C 14.6115 19.0398 -8.4804
C 14.4901 17.5444 -8.5629
O 13.6434 17.1979 -7.4008
C 13.5355 18.2653 -6.6599
O 12.8388 18.3351 -5.6608
O 14.2818 19.2852 -7.1624
H 14.0165 19.6091 -9.1945
H 15.5829 19.4539 -8.7505
H 15.4782 17.0852 -8.5926
H 13.9392 17.3426 -9.4815
C 22.2114 12.3111 -7.3803
C 21.6407 10.8646 -7.3079
O 22.1207 10.0438 -6.5558
N 20.6825 10.4977 -8.1356
C 19.8378 11.2869 -9.0296
H 23.2980 12.3347 -7.2973
H 21.9740 12.8346 -6.4542
H 21.9509 12.8361 -8.2993
H 20.4884 9.5250 -7.9453
H 18.8164 10.9115 -8.9682
H 20.0908 11.0890 -10.0712
H 19.7430 12.3377 -8.7556
C 19.3856 9.9639 -3.9292
C 19.0034 11.4455 -4.0706
O 18.7505 12.0962 -3.0605
N 19.0159 11.9323 -5.3401
C 18.6376 13.2995 -5.5337
H 18.8960 9.4999 -3.0730
H 20.4524 9.7627 -3.8308
H 19.0801 9.2803 -4.7213
H 19.3489 11.3742 -6.1132
H 19.0584 13.6347 -6.4817
H 18.8323 14.0218 -4.7410
H 17.5535 13.3413 -5.6390
C 12.5307 13.3451 -8.6248
C 11.0190 12.8978 -8.6171
O 10.4374 12.7265 -7.5439
N 10.4792 12.6399 -9.8161
C 9.1729 12.0652 -9.9325
H 12.4848 14.0709 -9.4367
H 13.1114 12.4367 -8.7850
H 12.6343 13.8530 -7.6659
H 11.0786 12.8347 -10.6053
H 8.5853 11.9169 -9.0265
H 9.3005 11.0369 -10.2709
H 8.7472 12.6005 -10.7812
C 16.2609 14.3555 -14.3549
C 17.1691 15.5533 -13.9615
O 17.0874 16.1412 -12.9444
N 18.0051 16.0869 -14.9004
C 18.5396 15.4557 -16.1116
H 15.7173 13.9891 -13.4841
H 16.8474 13.5039 -14.6996
H 15.5672 14.7238 -15.1107
H 18.3274 17.0022 -14.6204
H 19.4094 14.8217 -15.9394
H 18.9214 16.2005 -16.8098
H 17.8425 14.7752 -16.6006
```

Results
Orbital gap (alpha / beta) (eV): 8.0 / 2.9
Strongest force on any atom (Eh/bohr): 0.090
2S+1: 2
Calculated total energy (eV): -82949.6100
Total charge: +1
Lowest unoccupied orbital energy (alpha / beta) (eV): -2.84 / -7.96